# 1
Below is C13H27CoO14P as an isolated structure in a non-equilibrium geometry, with properties calculated with wB97M-V/def2-TZVPD.

Geometry (Å):
Co1 -0.27 1.10 -1.55
P1 1.35 0.54 -3.12
O1 0.09 1.42 -3.45
O2 1.77 1.51 -1.95
O3 2.53 0.24 -4.08
O4 0.78 -0.53 -2.19
C1 -2.07 3.64 -0.19
O5 -0.97 2.97 -0.81
H1 -3.02 3.18 -0.49
H2 -2.21 3.48 0.88
H3 -2.23 4.71 -0.31
C2 -3.52 -3.49 -0.02
C3 -2.47 -2.79 -0.96
O6 -3.20 -2.03 -1.94
C4 -2.86 -0.81 -2.30
O7 -2.15 -0.07 -1.58
O8 -3.56 -0.56 -3.44
C5 -3.43 0.72 -3.99
H4 -4.02 -2.83 0.68
H5 -3.03 -4.29 0.54
H6 -4.29 -4.03 -0.56
H7 -1.87 -3.56 -1.46
H8 -1.78 -2.23 -0.32
H9 -4.16 0.74 -4.80
H10 -2.41 0.90 -4.33
H11 -3.63 1.47 -3.23
C6 2.38 -2.99 0.95
C7 1.38 -2.07 0.32
O9 0.38 -1.86 1.29
C8 -0.25 -0.68 1.24
O10 -0.12 0.15 0.34
O11 -1.23 -0.79 2.12
C9 -2.36 0.12 2.11
H12 1.88 -3.87 1.36
H13 2.90 -2.49 1.76
H14 3.01 -3.34 0.13
H15 0.87 -2.68 -0.43
H16 1.87 -1.19 -0.09
H17 -2.80 0.18 1.11
H18 -2.11 1.06 2.59
H19 -3.19 -0.17 2.76
C10 0.98 3.14 2.02
C11 2.14 2.50 1.30
O12 2.79 1.51 2.00
C12 3.78 0.80 1.50
O13 4.24 0.89 0.35
O14 4.24 -0.04 2.53
C13 5.54 -0.67 2.39
H20 0.00 2.69 2.13
H21 0.73 4.03 1.45
H22 1.37 3.34 3.02
H23 2.84 3.30 1.06
H24 1.69 2.03 0.43
H25 5.65 -1.39 3.19
H26 6.28 0.07 2.68
H27 5.76 -0.96 1.36

Calculated values
ΔE to the lowest compared entry with this formula, charge and spin = 68.42 kJ/mol
multiplicity = 4
Kohn-Sham gap (alpha / beta) = 0.142 / 0.140 Eh
charge = -2
HOMO energy (alpha / beta) = 0.56 / 0.62 eV
E_LUMO (alpha / beta) = 4.4 / 4.4 eV

Results of the Mulliken charge analysis, in e, for atoms 1 through 6:
1. Co 1.249
2. P 0.629
3. O -0.757
4. O -0.720
5. O -0.930
6. O -0.574

=====

# 2
Below is one molecule with the formula C17H17FN4S2 in a non-equilibrium geometry, with properties calculated with wB97M-V/def2-TZVPD.

Geometry (Å):
C1 1.20 -4.78 1.10
C2 1.08 -3.30 1.07
S1 1.32 -2.67 -0.65
C3 1.46 -0.83 -0.43
S2 1.84 0.05 -2.03
C4 0.66 -0.73 -3.21
C5 0.18 0.38 -4.14
N1 2.59 -0.55 0.48
C6 2.14 0.06 1.51
N2 3.06 0.46 2.44
C7 0.68 0.30 1.58
C8 -0.01 -0.01 2.83
N3 -0.58 -0.33 3.81
C9 0.21 1.25 0.49
C10 -1.09 2.10 0.41
C11 -1.39 2.64 -0.86
C12 -2.60 3.34 -1.07
C13 -3.43 3.60 0.00
F1 -4.46 4.42 -0.16
C14 -3.16 3.09 1.28
C15 -1.99 2.34 1.51
C16 0.24 -0.25 0.29
C17 -1.06 -0.96 0.17
N4 -2.03 -1.61 0.09
H1 1.04 -5.18 2.07
H2 2.22 -5.06 0.78
H3 0.46 -5.27 0.42
H4 0.09 -3.00 1.46
H5 1.86 -2.89 1.70
H6 1.15 -1.56 -3.75
H7 -0.18 -1.17 -2.65
H8 0.83 0.45 -5.01
H9 0.12 1.35 -3.61
H10 -0.83 0.16 -4.54
H11 3.94 -0.05 2.38
H12 2.72 0.82 3.35
H13 0.98 1.80 -0.02
H14 -0.74 2.48 -1.69
H15 -2.86 3.82 -2.01
H16 -3.86 3.33 2.09
H17 -1.81 1.95 2.51

Calculated values
ΔE to the lowest compared entry with this formula, charge and spin = 19.16 kJ/mol
multiplicity = 1
Kohn-Sham gap = 0.346 Eh
HOMO energy = -8.90 eV
structure (SMILES) = CCSC1(SCC)N=C(N)[C@@]2(C#N)[C@H](c3ccc(F)cc3)[C@@]12C#N
E_LUMO = 0.5 eV

Results of the Mulliken charge analysis, in e, for atoms 1 through 6:
1. C -1.473
2. C 0.084
3. S -0.188
4. C 1.216
5. S -0.188
6. C -0.214

=====

# 3
Below is a 2-piece molecular cluster, C15H18O overall in a non-equilibrium geometry, with properties calculated with wB97M-V/def2-TZVPD.

Geometry (Å):
C1 -1.94 -1.03 3.82
C2 -2.08 -1.76 2.40
C3 -0.67 -1.86 1.72
C4 0.55 -1.17 1.97
C5 1.69 -1.31 1.26
C6 1.62 -2.25 0.28
O1 2.53 -2.35 -0.67
C7 0.50 -3.02 0.07
C8 -0.67 -2.91 0.74
H1 -2.99 -0.70 4.08
H2 -1.26 -0.11 3.74
H3 -1.50 -1.72 4.61
H4 -2.30 -2.83 2.66
H5 -2.89 -1.36 1.76
H6 0.44 -0.34 2.67
H7 2.46 -0.56 1.45
H8 3.47 -2.09 -0.53
H9 0.69 -3.80 -0.68
H10 -1.44 -3.66 0.60
C9 0.18 4.14 -3.20
C10 0.17 2.77 -2.64
C11 1.47 2.36 -2.19
C12 1.46 1.29 -1.40
C13 0.35 0.57 -1.01
C14 -0.86 1.06 -1.39
C15 -1.01 2.22 -2.26
H11 0.09 4.82 -2.44
H12 -0.60 4.35 -3.91
H13 1.09 4.20 -3.86
H14 2.19 3.12 -2.74
H15 2.47 0.88 -1.04
H16 0.52 -0.21 -0.23
H17 -1.76 0.61 -1.09
H18 -1.96 2.64 -2.56

Calculated values
ΔE to the lowest compared entry with this formula, charge and spin = 273.38 kJ/mol
multiplicity = 1
Kohn-Sham gap = 0.329 Eh
HOMO energy = -8.21 eV
structure (SMILES) = CCc1ccc(O)cc1.Cc1ccccc1
E_LUMO = 0.7 eV

Results of the Mulliken charge analysis, in e, for atoms 1 through 6:
1. C -1.043
2. C -0.384
3. C 0.569
4. C -0.200
5. C -0.635
6. C 0.687

=====

# 4
Below is one molecule with the formula C3H6N2S2 in a non-equilibrium geometry, with properties calculated with wB97M-V/def2-TZVPD.

Geometry (Å):
C1 -0.18 -1.45 -0.99
N1 -0.59 -0.80 0.23
S1 -1.16 -1.84 1.59
C2 -0.28 0.47 0.48
N2 0.36 1.23 -0.34
C3 0.66 2.51 -0.05
S2 1.45 3.58 -0.99
H1 -0.98 -1.94 -1.56
H2 0.39 -0.69 -1.67
H3 0.68 -2.20 -0.80
H4 0.05 -2.66 1.69
H5 -0.66 0.87 1.45
H6 0.26 2.92 0.96

Calculated values
ΔE to the lowest compared entry with this formula, charge and spin = 204.72 kJ/mol
multiplicity = 1
Kohn-Sham gap = 0.294 Eh
HOMO energy = -8.24 eV
structure (SMILES) = CN(S)/C=N/C=S
E_LUMO = -0.2 eV

Results of the Mulliken charge analysis, in e, for atoms 1 through 6:
1. C -0.800
2. N -0.082
3. S -0.136
4. C 0.247
5. N -0.372
6. C -0.053

=====

# 5
Below is a 2-piece molecular cluster, H2NO4S overall in a non-equilibrium geometry, with properties calculated with wB97M-V/def2-TZVPD.

Geometry (Å):
N1 -0.37 -0.48 0.16
O1 3.43 0.52 -1.32
O2 2.00 0.86 0.59
O3 3.83 -0.76 0.81
O4 0.19 -1.60 -0.35
S1 2.91 -0.06 -0.07
H1 -0.42 0.33 -0.36
H2 0.26 -0.15 0.94

Calculated values
ΔE to the lowest compared entry with this formula, charge and spin = 190.64 kJ/mol
multiplicity = 1
Kohn-Sham gap (alpha / beta) = 0.249 / 0.344 Eh
charge = -1
HOMO energy (alpha / beta) = -3.30 / -5.43 eV
E_LUMO (alpha / beta) = 3.5 / 3.9 eV

Results of the Mulliken charge analysis, in e, for atoms 1 through 6:
1. N -0.302
2. O -0.568
3. O -0.600
4. O -0.562
5. O -0.342
6. S 0.767

=====

# 6
Below is one molecule with the formula C16H19N5O5S2 in a non-equilibrium geometry, with properties calculated with wB97M-V/def2-TZVPD.

Geometry (Å):
N1 1.34 0.74 1.80
C1 2.60 0.41 1.44
C2 3.58 -0.03 2.31
C3 4.86 -0.42 1.83
O1 5.81 -0.82 2.46
N2 4.99 -0.29 0.41
C4 3.99 0.16 -0.35
S1 4.21 0.25 -2.09
C5 2.68 1.13 -2.51
C6 1.42 0.58 -1.84
O2 0.56 1.32 -1.43
N3 1.34 -0.78 -1.90
C7 0.39 -1.57 -1.24
C8 0.74 -2.87 -0.86
C9 -0.16 -3.66 -0.18
C10 -1.42 -3.18 0.15
C11 -1.76 -1.90 -0.25
S2 -3.40 -1.28 0.12
O3 -3.78 -1.75 1.43
O4 -4.27 -1.58 -0.98
N4 -3.13 0.37 0.12
C12 -2.48 0.88 1.31
C13 -1.95 2.28 0.98
O5 -3.00 3.13 0.56
C14 -3.63 2.61 -0.59
C15 -4.21 1.22 -0.32
C16 -0.88 -1.09 -0.94
N5 2.83 0.50 0.10
H1 0.76 1.16 1.10
H2 1.11 0.87 2.77
H3 3.40 -0.10 3.36
H4 5.89 -0.54 0.01
H5 2.79 2.18 -2.23
H6 2.58 1.06 -3.60
H7 2.17 -1.27 -2.20
H8 1.72 -3.25 -1.10
H9 0.12 -4.66 0.11
H10 -2.13 -3.76 0.70
H11 -1.66 0.20 1.56
H12 -3.18 0.93 2.15
H13 -1.52 2.76 1.87
H14 -1.19 2.21 0.19
H15 -4.43 3.32 -0.84
H16 -2.91 2.55 -1.42
H17 -4.64 0.78 -1.21
H18 -4.99 1.30 0.46
H19 -1.18 -0.11 -1.24

Calculated values
ΔE to the lowest compared entry with this formula, charge and spin = 0.00 kJ/mol
multiplicity = 1
Kohn-Sham gap = 0.331 Eh
HOMO energy = -8.81 eV
structure (SMILES) = Nc1cc(=O)[nH]c(SCC(=O)Nc2cccc(S(=O)(=O)N3CCOCC3)c2)n1
E_LUMO = 0.2 eV

Results of the Mulliken charge analysis, in e, for atoms 1 through 6:
1. N -0.195
2. C 0.593
3. C -0.728
4. C 0.136
5. O -0.665
6. N -0.079

=====

- Which value of multiplicity does entry 2 give?
  1

=====

- Which of these has the lowest ΔE to the lowest compared entry with this formula, charge and spin?
  C16H19N5O5S2

=====

- Number 5 is which compound?
  H2NO4S

=====

- Look up the multiplicity of the third one.
  1